Here is C2H4N2S3 in the gas phase from the OMol25 dataset. Energies are from the ωB97M-V functional and the def2-TZVPD basis.

The geometry in XYZ format:
```
11
Properties=species:S:1:pos:R:3:forces:R:3:lowdin_charge:R:1
S -2.499 -0.318 -1.973 -0.33 0.11 -0.18 0.597
C -1.141 0.028 -1.148 0.23 0.14 -0.06 -1.249
N -0.464 -0.896 -0.425 1.78 0.99 1.47 -0.090
N 0.561 -0.339 0.537 -1.74 -1.37 -0.86 -0.534
S -0.113 0.004 2.098 -0.04 -0.03 -0.23 0.775
C 1.089 0.786 -0.162 0.16 0.58 -0.77 -0.522
S -0.294 1.576 -1.109 -0.07 -0.42 0.31 0.889
H -0.945 -1.723 -0.106 0.04 0.00 0.04 0.119
H 0.450 -1.069 2.668 0.02 0.04 0.11 -0.141
H 1.531 1.508 0.518 0.02 -0.07 0.03 0.070
H 1.823 0.444 -0.897 -0.06 0.02 0.15 0.086
```
Positions in Å, forces in eV/Å.

- structure (SMILES) = S=C1NN(S)CS1
- ΔE to the lowest compared entry with this formula, charge and spin (kJ/mol) = 117.9
- E_HOMO (eV) = -8.591
- orbital gap (hartree) = 0.329